1.
Density functional theory data (ωB97M-V/def2-TZVPD) for a 10-piece molecular cluster, C26H73F6N3O16P overall.

```
125
Properties=species:S:1:pos:R:3
P -0.1947 1.8419 0.3089
F 1.1763 1.1635 -0.1620
F 0.6100 2.7199 1.4138
F -1.0268 0.9607 -0.7381
F 0.0266 3.0510 -0.7287
F -0.3594 0.7263 1.5090
F -1.6172 2.4574 0.7980
O -5.0836 1.8346 3.3558
O 3.2879 3.0502 0.4795
O -2.2661 0.9942 3.5246
O -0.2396 -4.4581 0.9648
O 5.5902 3.8227 -2.7894
O -5.1017 1.5005 -2.3975
O 4.8652 -3.1914 -1.8840
O -1.7019 2.7189 -3.0807
O -6.4265 2.1543 0.6978
O 2.2998 -0.5562 5.2300
O 2.7454 2.1633 4.6410
O -4.7260 -3.9830 -2.2300
O 1.5207 5.1308 -2.0090
O 5.7509 0.6766 0.0393
O -3.0571 0.8001 7.0441
O -5.1102 -0.3729 0.7311
N 4.2959 1.4073 -2.3683
N -4.4316 -1.0512 -1.8705
N 1.2967 -3.2438 -1.0335
C 7.1076 0.6879 0.3614
C 5.3997 -4.2862 -1.1784
C -5.5475 -1.6119 1.2653
C -3.9707 2.3446 -2.3266
C -4.2751 -5.0372 -1.4130
C 5.2493 0.3273 -2.2968
C 4.2831 2.0014 -3.6743
C -3.3934 -1.1491 -0.8487
C 1.8328 0.0157 4.0057
C -3.3336 0.8519 5.6273
C -3.6938 -3.2569 -2.8458
C -2.8368 1.8947 -3.2286
C -4.1031 -1.8234 -3.0731
C 3.5242 -3.3915 -2.3276
C -3.7299 -0.3478 0.4191
C 0.7963 -2.4803 0.1119
C 6.4167 4.9013 -3.0566
C 5.4106 2.9971 -3.9022
C -0.4609 -3.0867 0.6922
C -5.4417 3.0689 2.7584
C 5.3950 -0.3108 -0.9192
C -2.2383 0.2758 4.7517
C 2.6535 -2.7326 -1.2516
C 2.6041 1.2446 3.5822
C -1.1980 -5.0309 1.8168
C -5.4330 2.9838 1.2215
H 5.2921 -5.2104 -1.7590
H 6.2699 0.7222 -2.4041
H -1.2988 0.4529 5.2967
H 6.4830 5.4978 -2.1441
H 3.4175 -2.8123 -3.2461
H 0.5758 -1.4650 -0.2316
H -2.7433 -3.3062 -2.2924
H 2.6080 2.3798 0.3474
H -4.7297 3.8901 2.9357
H -5.6173 4.0106 0.8783
H -4.9712 -1.7650 -3.7320
H 6.3472 2.4623 -4.1299
H -2.5830 0.8509 -2.9728
H -0.7450 -5.6783 2.5673
H 4.3677 1.2564 -4.4922
H 6.4580 -4.0662 -1.0437
H -2.3170 -0.7879 4.5020
H -6.4456 3.3826 3.0406
H -3.4666 0.6952 0.2338
H -3.2710 -1.3330 -3.5878
H -1.8744 -5.6570 1.2135
H -4.8558 0.5752 -2.1445
H 2.8712 3.7039 1.0472
H -4.4180 2.7222 0.8962
H -3.3437 1.9178 5.3808
H 7.7498 1.1212 -0.4145
H 4.9431 -4.4564 -0.1946
H -1.3949 2.5678 -2.1785
H -6.0288 1.2959 0.5055
H 3.3194 -4.4315 -2.5986
H 5.0799 -0.4336 -3.0760
H 1.5192 -2.3433 0.9331
H 4.4503 -0.7039 -0.5294
H 3.5586 0.7806 3.2949
H 1.3869 -4.2039 -0.7073
H -0.7612 -2.4972 1.5636
H 1.3076 4.2144 -2.2035
H -2.4656 -0.7296 -1.2375
H 5.1870 3.5929 -4.7997
H -3.7421 -4.6722 -0.5282
H -4.9424 -2.4550 0.9160
H 7.4389 4.7170 -3.4200
H 3.3361 2.4957 -3.9029
H 5.9941 5.6002 -3.8026
H -3.3754 -3.7397 -3.7854
H -2.1413 0.5309 7.1513
H 2.0431 -0.7563 3.2633
H -3.6436 2.3370 -1.2768
H 3.2148 -2.6643 -0.3116
H 2.5557 -1.6881 -1.5668
H -5.5273 -1.5371 2.3546
H 3.2762 2.9126 4.3631
H -6.5623 -1.8139 0.9197
H -3.2266 -2.1815 -0.5260
H 2.1479 1.6872 2.6985
H 1.1187 5.2791 -1.1494
H 7.4899 -0.3144 0.6217
H 7.2659 1.2378 1.2926
H -1.4373 0.8859 3.0393
H 6.0782 -1.1603 -0.9720
H -3.0700 -0.6654 1.2341
H -5.1667 -5.5500 -1.0520
H -1.2339 -3.0035 -0.0843
H -4.2506 3.3654 -2.5926
H 0.7512 0.1770 4.0588
H -4.3630 0.5389 5.4781
H -5.2485 -1.4892 -1.4501
H -3.1641 1.8165 -4.2676
H -4.2900 1.5858 2.8606
H 1.8194 -0.1194 5.9377
H -3.6662 -5.7278 -2.0041
H -1.8621 -4.3223 2.3212
H 3.3818 1.1140 -2.0514
```

Calculated values
HOMO-LUMO gap   8.4532 eV
Energy above the lowest of the compared OMol25 structures with the same formula, charge and spin   0.0 kJ/mol
Charge   -1

Results of the Löwdin charge analysis, in e, for atoms 1 through 99:
1. P 0.186
2. F -0.136
3. F -0.157
4. F -0.128
5. F -0.131
6. F -0.178
7. F -0.147
8. O -0.072
9. O -0.058
10. O -0.083
11. O -0.180
12. O -0.155
13. O -0.100
14. O -0.231
15. O -0.060
16. O -0.052
17. O -0.065
18. O -0.049
19. O -0.180
20. O -0.063
21. O -0.172
22. O -0.082
23. O -0.211
24. N -0.031
25. N -0.052
26. N -0.033
27. C -0.137
28. C -0.115
29. C -0.068
30. C -0.252
31. C -0.107
32. C -0.204
33. C -0.218
34. C -0.191
35. C -0.239
36. C -0.226
37. C -0.249
38. C -0.261
39. C -0.171
40. C -0.184
41. C -0.184
42. C -0.221
43. C -0.151
44. C -0.249
45. C -0.217
46. C -0.237
47. C -0.210
48. C -0.228
49. C -0.221
50. C -0.249
51. C -0.116
52. C -0.269
53. H 0.083
54. H 0.120
55. H 0.108
56. H 0.088
57. H 0.117
58. H 0.109
59. H 0.110
60. H -0.022
61. H 0.116
62. H 0.118
63. H 0.129
64. H 0.115
65. H 0.092
66. H 0.083
67. H 0.111
68. H 0.087
69. H 0.120
70. H 0.115
71. H 0.095
72. H 0.120
73. H 0.078
74. H 0.022
75. H 0.023
76. H 0.100
77. H 0.115
78. H 0.084
79. H 0.089
80. H 0.034
81. H 0.048
82. H 0.117
83. H 0.115
84. H 0.119
85. H 0.106
86. H 0.124
87. H 0.102
88. H 0.122
89. H 0.010
90. H 0.110
91. H 0.119
92. H 0.072
93. H 0.080
94. H 0.084
95. H 0.120
96. H 0.086
97. H 0.128
98. H 0.060
99. H 0.114

=====

2.
Density functional theory data (ωB97M-V/def2-TZVPD) for a 6-piece molecular cluster, C42H78F3NO15S6 overall.

```
145
Properties=species:S:1:pos:R:3
S -5.7466 4.5607 1.3098
S 12.9956 -6.5211 -2.3625
S 8.2685 -2.4621 0.1628
S -2.1332 -3.5347 -2.0746
S -0.7916 3.5423 -0.0542
S -11.2111 5.8478 0.1872
F -4.6577 -0.7652 4.4690
F -4.1819 1.1547 5.4446
F -3.3671 -0.7033 6.2236
O -10.4837 6.8218 0.9641
O 8.5995 -1.5967 1.2666
O -5.9542 3.1377 1.1890
O -5.0374 -1.0973 0.4823
O -2.8198 1.4332 -0.4698
O -1.7647 3.5448 4.3470
O 12.2653 -5.6124 -1.5085
O -2.6425 -4.1671 -0.8824
O -10.9781 4.4360 0.3440
O -4.6111 5.2055 0.6947
O 6.9684 -3.0767 0.0525
O -1.7290 -2.1451 -2.0661
O 13.1621 -6.2488 -3.7654
O 1.4942 1.0764 1.3298
O -1.5288 -0.4203 0.2697
N -0.5665 1.2284 2.3193
C -2.4391 0.1239 4.2094
C -3.6773 -0.0483 5.0617
C 9.7845 -3.8254 -1.4900
C -1.8511 0.9393 0.3825
C -5.8182 5.0029 3.0499
C -11.0798 6.2947 -1.5489
C 9.5151 -3.7364 0.0074
C -2.7229 0.0556 2.6888
C 5.6477 0.5587 0.2611
C 4.0155 2.4374 0.0150
C -4.8625 -3.0182 1.8583
C 4.6792 1.2622 -0.7172
C 14.5902 -6.8441 -1.6191
C -0.8072 -4.5315 -2.7375
C -1.7299 3.4036 3.1299
C -3.2915 -3.8140 -3.4177
C -7.0540 5.8994 3.2064
C -4.1644 1.0349 -0.2059
C -0.5231 1.7253 0.0192
C 1.4182 1.0765 -1.6630
C 2.7688 3.0660 -0.6567
C 2.2485 2.3539 -1.8959
C 14.3451 -8.0427 -0.7078
C -8.0575 5.5017 2.1141
C -4.4840 -0.4013 -0.6192
C -7.2496 5.4008 0.8267
C -12.4985 6.6628 -2.0026
C 13.4602 -9.0060 -1.5105
C 0.3098 1.3041 1.2305
C -2.5505 -4.6845 -4.4412
C -1.9840 1.1544 1.9136
C 4.9000 -0.4667 1.1379
C -0.0807 1.2921 -1.4085
C -13.2521 7.1847 -0.7718
C -12.9587 6.1921 0.3490
C -2.6739 2.4922 2.3884
C 4.8511 -0.0941 2.6228
C 9.8433 -2.3754 -1.9884
C 12.3327 -8.1766 -2.1389
C 8.6446 -1.6290 -1.3862
C -4.7720 -2.4954 0.4346
C -1.5098 -5.5109 -3.6728
H -0.3817 2.0842 -2.0846
H 1.5747 3.0461 -2.4066
H -4.7851 1.7029 -0.7910
H -4.1586 -4.3236 -3.0022
H 5.7410 -0.4258 3.1514
H 8.9643 -4.3523 -1.9856
H 15.2807 -8.5091 -0.4043
H 10.7724 -1.9129 -1.6488
H -0.2734 -5.0105 -1.9203
H -6.9698 6.3870 0.4557
H -4.4717 1.1747 0.8251
H -8.8653 6.2184 2.0176
H 13.8198 -7.7229 0.1946
H 5.2790 1.6654 -1.5328
H 3.8185 2.1303 1.0372
H 12.0246 -8.5629 -3.1068
H 11.4706 -8.1014 -1.4790
H 5.3869 -1.4351 1.0749
H -3.7834 0.1686 2.4987
H -14.3214 7.2698 -0.9573
H -4.8977 5.5144 3.3205
H 13.0581 -9.8010 -0.8849
H -7.4828 5.8026 4.2025
H -0.1379 -3.8681 -3.2847
H 14.0537 -9.4764 -2.2966
H 7.7635 -1.6987 -2.0212
H -12.4733 7.4002 -2.8031
H 3.0596 4.0684 -0.9740
H -3.2454 -5.3181 -4.9895
H 10.7098 -4.3679 -1.6924
H -0.2087 0.4973 2.9220
H -5.0072 -4.0935 1.8840
H -0.8024 -5.9958 -4.3430
H -3.5905 -2.8537 -3.8305
H 9.8304 -2.3223 -3.0761
H 15.2821 -7.0906 -2.4237
H 4.6712 0.9633 2.7941
H 1.8744 0.4195 -0.9309
H 3.0457 2.1525 -2.6060
H 4.7844 3.2067 0.0843
H 8.8686 -0.5860 -1.1774
H -13.0033 5.7760 -2.3900
H 3.8761 -0.5838 0.7882
H 9.1401 -4.6609 0.4397
H 2.0064 3.2075 0.0988
H -10.6774 5.4479 -2.0987
H 14.9300 -5.9561 -1.0916
H 6.0322 1.3113 0.9505
H -3.6340 -0.9139 -1.0538
H -2.0100 -6.2878 -3.0909
H -5.7577 -2.5744 2.2932
H -3.0709 3.0090 1.5160
H -4.0194 -2.6930 2.4585
H -10.4001 7.1415 -1.6219
H -7.7473 4.8318 0.0439
H -5.5798 -2.9826 -0.1235
H -2.0440 -4.0475 -5.1686
H 10.3988 -3.3995 0.5488
H -1.8058 3.6041 -0.9271
H -1.9471 1.0498 4.4879
H -5.2585 -0.3738 -1.3961
H 3.9735 0.5048 -1.0373
H -1.7198 -0.7677 -0.6097
H 6.5054 0.1281 -0.2502
H -2.4253 -0.9314 2.3500
H -8.4978 4.5309 2.3546
H -1.7417 -0.6713 4.4548
H -13.4927 5.2543 0.1992
H 1.4739 0.5252 -2.6059
H -3.5135 2.2997 3.0492
H -0.9908 3.9801 2.5585
H -12.8773 8.1738 -0.5005
H -13.1598 6.5840 1.3430
H -5.9106 4.0812 3.6216
H -6.7675 6.9448 3.0729
H -0.5992 0.4007 -1.7481
H -3.7898 -2.7216 0.0106
H 4.0163 -0.6222 3.0848
```

Calculated values
HOMO-LUMO gap   8.6671 eV
SMILES   CCCCCCCCC[C@]1(S)C(=O)N[C@](CC=O)(CCC(F)(F)F)[C@@]1(O)OCCOCC.O=S1(=O)CCCC1.O=S1(=O)CCCC1.O=S1(=O)CCCC1.O=S1(=O)CCCC1.O=S1(=O)CCCC1

Results of the Löwdin charge analysis, in e, for atoms 1 through 99:
1. S 0.665
2. S 0.679
3. S 0.652
4. S 0.695
5. S 0.919
6. S 0.671
7. F 0.127
8. F 0.120
9. F 0.102
10. O -0.329
11. O -0.325
12. O -0.317
13. O -0.140
14. O -0.048
15. O 0.030
16. O -0.331
17. O -0.310
18. O -0.314
19. O -0.328
20. O -0.325
21. O -0.321
22. O -0.315
23. O 0.108
24. O 0.051
25. N 0.153
26. C -0.044
27. C -0.569
28. C -0.224
29. C -0.479
30. C -0.214
31. C -0.216
32. C -0.228
33. C -0.091
34. C -0.196
35. C -0.186
36. C -0.058
37. C -0.205
38. C -0.228
39. C -0.220
40. C -0.251
41. C -0.209
42. C -0.203
43. C -0.116
44. C -0.477
45. C -0.184
46. C -0.197
47. C -0.203
48. C -0.220
49. C -0.228
50. C -0.163
51. C -0.225
52. C -0.212
53. C -0.213
54. C -0.408
55. C -0.209
56. C -0.303
57. C -0.240
58. C -0.160
59. C -0.219
60. C -0.227
61. C -0.087
62. C -0.106
63. C -0.208
64. C -0.216
65. C -0.229
66. C -0.264
67. C -0.216
68. H 0.087
69. H 0.101
70. H 0.124
71. H 0.108
72. H 0.067
73. H 0.122
74. H 0.116
75. H 0.117
76. H 0.113
77. H 0.111
78. H 0.102
79. H 0.071
80. H 0.120
81. H 0.106
82. H 0.083
83. H 0.103
84. H 0.105
85. H 0.073
86. H 0.109
87. H 0.116
88. H 0.104
89. H 0.114
90. H 0.115
91. H 0.112
92. H 0.117
93. H 0.104
94. H 0.114
95. H 0.103
96. H 0.115
97. H 0.067
98. H 0.154
99. H 0.075

=====

Q: Among the records above, which one has the lowest HOMO-LUMO gap?
A: C26H73F6N3O16P

=====

Q: The highest HOMO-LUMO gap belongs to which entry?
A: C42H78F3NO15S6

=====

Q: Look up the HOMO-LUMO gap of the second one.
A: 8.6671 eV